# 1
{
  "formula": "H15NO6",
  "method": "wB97M-V/def2-TZVPD",
  "species": ["N", "H", "H", "H", "H", "H", "O", "H", "H", "O", "H", "H", "O", "H", "H", "O", "H", "H", "O", "H", "H", "O"],
  "positions_angstrom": [[2.7440, 1.2502, -0.0518], [2.6332, 0.7994, -0.9574], [1.7948, 1.5621, 0.1775], [2.9367, 0.5551, 0.6659], [-2.1522, -2.2397, -2.4461], [-1.1318, -1.0464, -2.5149], [-1.2638, -1.9696, -2.1964], [-0.1936, -1.8835, 1.5574], [-1.1976, -2.0580, 2.7540], [-0.4400, -1.5475, 2.4559], [-0.4468, 1.9546, 0.9617], [-0.0102, 3.3745, 0.2448], [-0.2365, 2.4461, 0.1378], [-0.1809, 0.8322, -3.4075], [-0.7225, 1.1336, -1.9723], [-0.9069, 0.6399, -2.8004], [-0.5846, 0.1843, 2.5581], [-0.9177, 1.3891, 3.4166], [-0.6449, 1.1761, 2.5166], [1.0438, -1.9411, -0.3825], [-0.3962, -2.2220, -0.7129], [0.2736, -2.3894, -0.0042]],
  "fmax_ev_per_a": 1.07,
  "total_charge": -1,
  "relative_energy_kcal_mol": 0.0,
  "gap_ev": [2.5, 9.6],
  "multiplicity": 2,
  "energy_ev": -14018.8531,
  "s_squared": 0.75
}

# 2
{
  "formula": "H15NO6",
  "method": "wB97M-V/def2-TZVPD",
  "species": ["N", "H", "H", "H", "H", "H", "O", "H", "H", "O", "H", "H", "O", "H", "H", "O", "H", "H", "O", "H", "H", "O"],
  "positions_angstrom": [[2.5681, 0.3344, 0.4658], [3.4941, 0.6278, 0.8661], [2.3237, 0.8637, -0.3949], [2.5349, -0.6629, 0.2141], [-2.9294, -0.2841, -2.8483], [-1.9010, 0.3207, -1.7339], [-2.3059, -0.5780, -2.1076], [0.3485, -1.9886, -0.3677], [0.0408, -2.7562, 1.1235], [0.6856, -2.2459, 0.5839], [0.6213, 2.8609, 1.7845], [-0.5491, 3.8891, 1.9406], [0.2305, 3.6930, 1.4139], [-0.1773, 1.7762, -0.4320], [-1.4681, 1.4803, 0.0900], [-1.0380, 1.5852, -0.7160], [1.0605, 0.6490, 1.5491], [0.2091, -0.3731, 2.1665], [0.1835, 0.5477, 1.9219], [-1.1816, -3.9241, -2.1996], [-1.6458, -2.5333, -1.8150], [-1.1044, -3.2817, -1.5049]],
  "fmax_ev_per_a": 3.47,
  "total_charge": 0,
  "relative_energy_kcal_mol": 26.5,
  "gap_ev": 11.1,
  "smiles": "N.O.O.O.O.O.O",
  "multiplicity": 1,
  "energy_ev": -14018.6868
}

# 3
{
  "formula": "H15NaO9",
  "method": "wB97M-V/def2-TZVPD",
  "species": ["Na", "O", "H", "O", "H", "O", "H", "O", "H", "H", "O", "H", "H", "O", "H", "H", "O", "H", "H", "O", "H", "H", "O", "H", "H"],
  "positions_angstrom": [[-0.0066, 0.0625, -0.0707], [-0.2443, -0.7687, 2.1258], [-0.2209, -0.6337, 3.0773], [-1.3428, 1.1111, -1.8506], [-0.7847, 0.4880, -2.3195], [1.3031, 2.3666, 0.1618], [1.7277, 2.3602, 1.0296], [2.7214, 0.6231, -1.0295], [3.6345, 0.7112, -0.7473], [2.1943, 1.3702, -0.5290], [1.8558, -2.0459, 1.1826], [2.5805, -1.6778, 1.6898], [1.0482, -1.5727, 1.5420], [-1.3959, 2.5150, 0.4474], [-1.5624, 2.1084, -0.4327], [-0.4282, 2.7031, 0.3854], [0.5615, -2.1716, -1.4360], [0.5900, -2.7505, -2.2012], [0.9717, -2.6605, -0.7087], [-2.3315, -1.5010, -1.9257], [-2.1763, -0.5115, -1.9264], [-1.4536, -1.8795, -1.8243], [-2.8044, 0.5014, 1.8732], [-2.4382, 1.2593, 1.3818], [-1.9990, -0.0070, 2.1051]],
  "fmax_ev_per_a": 0.97,
  "total_charge": -2,
  "relative_energy_kcal_mol": 0.0,
  "gap_ev": 5.9,
  "multiplicity": 1,
  "energy_ev": -23089.1521
}

# 4
{
  "formula": "H15O9Tl",
  "method": "wB97M-V/def2-TZVPD",
  "species": ["Tl", "O", "H", "O", "H", "O", "H", "O", "H", "H", "O", "H", "H", "O", "H", "H", "O", "H", "H", "O", "H", "H", "O", "H", "H"],
  "positions_angstrom": [[0.0916, -0.3172, 0.1870], [-0.3004, -1.3482, 2.0300], [-0.3884, -2.2972, 2.1970], [0.6486, -0.0282, -1.7470], [0.1666, 0.5578, -2.2950], [0.3256, 1.1558, 1.7890], [0.3216, 2.0528, 1.3790], [2.4436, 1.8998, -0.6490], [2.3846, 2.7348, -1.0600], [2.0426, 1.2728, -1.3050], [0.4146, -2.6252, -0.3760], [0.8166, -3.3812, -0.0270], [-0.1614, -3.0072, -1.0420], [2.2726, -0.7042, 0.4850], [2.9976, -0.1582, 0.8040], [2.5856, -1.5782, 0.2910], [-1.7314, -1.1072, -0.7130], [-1.9864, -1.3252, -1.6280], [-2.3854, -1.6412, -0.1840], [-2.3164, 0.7068, 1.3890], [-3.1404, 0.2248, 1.4370], [-2.5534, 1.5348, 1.0480], [-0.9174, 2.0848, -0.5440], [-1.0414, 2.9158, -0.0700], [-0.5894, 2.3778, -1.3950]],
  "fmax_ev_per_a": 5.34,
  "total_charge": 0,
  "gap_ev": 7.1,
  "multiplicity": 1,
  "energy_ev": -23360.2506
}

# 5
{
  "formula": "H16LiO8",
  "method": "wB97M-V/def2-TZVPD",
  "species": ["Li", "O", "H", "H", "O", "H", "H", "O", "H", "H", "O", "H", "H", "O", "H", "H", "O", "H", "H", "O", "H", "H", "O", "H", "H"],
  "positions_angstrom": [[0.2492, 0.2163, -0.2344], [1.3472, 0.6623, 1.6636], [1.7572, 1.4713, 1.9736], [1.9512, -0.0517, 1.8586], [-1.1038, 1.9073, -0.1554], [-1.9968, 1.8153, 0.1916], [-0.7018, 2.4723, 0.4706], [1.7502, -1.1597, -0.5384], [2.0652, -1.2037, -1.4664], [1.8872, -2.0437, -0.2284], [1.3672, 1.8343, -1.3384], [1.3402, 2.4853, -1.9944], [2.3012, 1.6403, -1.4504], [-1.1718, -0.8347, 0.8366], [-0.4608, -1.2007, 1.3946], [-1.8978, -1.4837, 0.9546], [-1.3058, -3.0337, -0.9944], [-1.2748, -2.1677, -0.5964], [-1.1518, -2.8297, -1.9064], [-1.1968, 0.9763, 3.1396], [-1.8258, 0.3563, 3.5396], [-0.7518, 0.6433, 2.3926], [-0.4488, -0.3727, -2.2224], [0.3132, -0.3817, -2.7944], [-1.0408, 0.2833, -2.4954]],
  "fmax_ev_per_a": 2.80,
  "total_charge": 1,
  "relative_energy_kcal_mol": 15.3,
  "gap_ev": 10.8,
  "multiplicity": 1,
  "energy_ev": -16841.4016
}

# 6
{
  "formula": "H16NaO8",
  "method": "wB97M-V/def2-TZVPD",
  "species": ["Na", "O", "H", "H", "O", "H", "H", "O", "H", "H", "O", "H", "H", "O", "H", "H", "O", "H", "H", "O", "H", "H", "O", "H", "H"],
  "positions_angstrom": [[-0.3728, -0.2682, 0.0176], [-1.4248, 1.0480, 1.8364], [-0.6903, 1.0156, 2.4394], [-2.0409, 0.3286, 2.0507], [-2.3654, -0.1350, -1.3039], [-3.1273, -0.6591, -1.5116], [-2.0706, 0.1280, -2.1497], [-0.5993, -2.3317, -0.9918], [-1.4676, -2.4346, -0.5067], [-0.9286, -2.3643, -1.8779], [-0.1177, -1.2342, 2.0945], [-0.8167, -1.9267, 2.2141], [0.6406, -1.7303, 2.0043], [2.5049, -1.2505, 0.5162], [3.3050, -1.1408, 0.0002], [2.2158, -0.3349, 0.6060], [1.1268, 0.0175, -1.8722], [1.8812, 0.5895, -2.0834], [0.9152, -0.5823, -2.6165], [1.5498, 1.2575, 0.9049], [2.1675, 1.4168, 1.6091], [1.7124, 1.8728, 0.2265], [-0.9116, 2.8202, -0.7918], [-0.8008, 2.3651, 0.0808], [-0.2848, 3.5328, -0.8951]],
  "fmax_ev_per_a": 3.70,
  "total_charge": 1,
  "relative_energy_kcal_mol": 24.1,
  "gap_ev": 11.0,
  "multiplicity": 1,
  "energy_ev": -21052.3941
}

# 7
{
  "formula": "H16O8",
  "method": "wB97M-V/def2-TZVPD",
  "species": ["O", "H", "H", "O", "H", "H", "O", "H", "H", "O", "H", "H", "O", "H", "H", "O", "H", "H", "O", "H", "H", "O", "H", "H"],
  "positions_angstrom": [[-0.5371, -0.9206, -3.0419], [-0.0752, -0.2152, -3.4950], [-0.5023, -1.6594, -3.6495], [-2.9963, -1.5475, -1.7641], [-2.3107, -1.0454, -2.2047], [-2.5280, -2.2536, -1.3188], [-2.4405, 0.8876, 1.3911], [-1.9626, 1.1026, 2.1921], [-1.7711, 0.8793, 0.7070], [0.9298, -1.5803, 1.6180], [0.1563, -2.0645, 1.9070], [1.6533, -2.1979, 1.7252], [-0.4322, 0.6496, -0.5160], [-0.3952, 0.2392, -1.3800], [0.3312, 0.3041, -0.0533], [-0.2573, 0.8792, 3.0925], [-0.0919, 0.1807, 2.4593], [-0.0863, 0.4768, 3.9440], [2.0106, 0.5794, 0.6903], [2.2452, 1.3968, 1.1297], [1.8445, -0.0372, 1.4033], [2.4472, 1.7645, -1.9338], [2.6408, 2.6958, -1.8270], [2.1277, 1.4858, -1.0756]],
  "fmax_ev_per_a": 0.82,
  "total_charge": 0,
  "relative_energy_kcal_mol": 50.2,
  "gap_ev": 9.7,
  "smiles": "O.O.O.O.O.O.O.O",
  "multiplicity": 1,
  "energy_ev": -16639.8343
}

# 8
{
  "formula": "H16O8",
  "method": "wB97M-V/def2-TZVPD",
  "species": ["O", "H", "H", "O", "H", "H", "O", "H", "H", "O", "H", "H", "O", "H", "H", "O", "H", "H", "O", "H", "H", "O", "H", "H"],
  "positions_angstrom": [[-23.1299, -8.7782, -10.1742], [-22.1938, -8.5937, -10.2503], [-23.1741, -9.5930, -9.6737], [-23.1506, -12.4993, -7.6320], [-22.5014, -13.0777, -8.0324], [-23.9792, -12.7492, -8.0408], [-22.1683, -6.4352, -5.9381], [-23.0047, -6.8920, -5.8488], [-22.3993, -5.5803, -6.3014], [-19.1236, -9.6220, -6.3812], [-20.0148, -9.2765, -6.3294], [-18.5881, -8.8683, -6.6291], [-18.7306, -6.4698, -11.7221], [-19.1442, -6.5501, -12.5816], [-17.8856, -6.9086, -11.8205], [-27.1871, -11.8257, -11.9598], [-26.5689, -11.2015, -12.3398], [-28.0453, -11.5269, -12.2605], [-26.5728, -5.8345, -10.5150], [-26.5152, -5.6058, -11.4426], [-25.8101, -6.3910, -10.3572], [-20.6656, -11.6570, -12.2189], [-21.0610, -12.4441, -11.8444], [-21.2449, -11.4184, -12.9426]],
  "fmax_ev_per_a": 0.36,
  "total_charge": 0,
  "relative_energy_kcal_mol": 65.7,
  "gap_ev": 11.4,
  "smiles": "O.O.O.O.O.O.O.O",
  "multiplicity": 1,
  "energy_ev": -16639.1595
}

# 9
{
  "formula": "H16O8",
  "method": "wB97M-V/def2-TZVPD",
  "species": ["O", "H", "H", "O", "H", "H", "O", "H", "H", "O", "H", "H", "O", "H", "H", "O", "H", "H", "O", "H", "H", "O", "H", "H"],
  "positions_angstrom": [[0.5763, 3.0068, 1.3487], [0.9410, 2.1476, 1.1472], [-0.3532, 2.8278, 1.1920], [-1.5297, 2.1388, 0.1786], [-1.5535, 1.5062, -0.5834], [-2.4185, 2.4313, 0.2707], [1.5188, -2.7233, 1.4510], [1.1911, -3.2207, 2.2260], [0.7189, -2.3036, 1.2219], [-0.1065, -1.1565, -0.2757], [0.4052, -0.3859, -0.2724], [-0.8513, -0.9529, 0.3154], [-2.2987, -0.9000, 1.4309], [-2.1644, -1.5477, 2.0453], [-1.8019, -0.1425, 1.8564], [1.5491, 0.8168, 0.2355], [1.9094, 1.0618, -0.6027], [2.1664, 0.2426, 0.6927], [1.6977, -1.5990, -2.4533], [0.9787, -1.5072, -1.8798], [1.6773, -1.0437, -3.2446], [-1.1433, 0.5548, -2.0283], [-0.4663, 0.8268, -2.7065], [-0.6425, -0.0783, -1.5654]],
  "fmax_ev_per_a": 4.43,
  "total_charge": 0,
  "relative_energy_kcal_mol": 62.3,
  "gap_ev": 10.0,
  "smiles": "O.O.O.O.O.O.O.O",
  "multiplicity": 1,
  "energy_ev": -16639.3100
}